This record from OMol25 describes 3 unconnected molecules or ions with the total composition C26H54N3O9P2. The level of theory is ωB97M-V/def2-TZVPD.

Structure (XYZ):
```
94
Properties=species:S:1:pos:R:3:forces:R:3
O 2.914 1.122 2.131 -0.440 -2.116 -3.349
C 2.968 0.617 0.726 -0.157 -2.113 -3.321
C 2.815 -0.995 0.364 0.392 3.289 -2.697
C 2.860 -1.482 -1.210 0.172 3.090 0.367
C 3.033 -0.469 -2.491 0.139 1.615 4.405
C 3.223 1.145 -2.141 -0.702 -3.143 3.322
C 3.179 1.641 -0.579 -0.379 -1.777 -0.217
C 3.324 3.245 -0.186 0.416 -1.557 -0.133
N 2.008 3.733 0.458 1.095 1.147 -1.476
C 0.993 4.003 -0.649 0.490 1.051 -0.509
C -0.410 4.697 -0.100 0.430 0.406 -1.493
C -1.686 3.798 -0.590 -0.549 0.253 -0.155
C -2.459 2.966 0.594 -1.314 0.518 -0.403
C -3.038 1.482 0.083 -2.354 1.525 1.774
N -1.954 0.443 -0.088 -0.141 -0.945 -1.416
C -0.656 0.789 0.607 2.274 -0.307 1.403
C -0.822 1.646 1.993 1.546 -0.091 0.702
N -1.710 2.863 1.903 -1.963 -1.631 -0.420
H 2.502 0.400 2.690 0.773 0.955 -1.021
H 2.660 -1.753 1.245 0.398 1.501 -2.015
H 2.756 -2.643 -1.408 0.238 2.739 0.440
H 3.037 -0.847 -3.619 0.029 0.795 2.894
H 3.381 1.930 -3.010 -0.357 -1.733 2.132
H 4.233 3.300 0.575 -2.156 0.073 -1.444
H 3.607 3.869 -1.140 -0.524 -1.239 1.615
H 2.272 4.708 0.794 -0.579 -1.632 -0.231
H 0.802 3.035 -1.294 0.333 1.777 1.468
H 1.521 4.775 -1.382 -1.288 -1.518 1.099
H -0.488 5.735 -0.684 0.100 -2.294 1.326
H -0.391 4.974 1.036 -0.078 -1.005 -2.130
H -1.387 3.026 -1.424 -0.269 1.592 1.458
H -2.463 4.541 -1.107 1.540 -1.827 1.216
H -3.449 3.590 0.833 2.138 -1.511 -0.493
H -3.728 1.104 0.980 1.533 0.751 -1.970
H -3.750 1.577 -0.846 1.780 -0.342 1.602
H -2.275 -0.528 0.209 0.291 1.646 -0.375
H -1.742 0.351 -1.128 -0.255 0.053 1.531
H 0.027 1.323 -0.178 -1.309 -0.845 1.696
H -0.131 -0.236 0.897 -1.029 2.258 -0.791
H 0.267 2.049 2.270 -2.144 -1.130 -0.891
H -1.147 0.990 2.931 0.585 1.048 -2.270
H -2.471 2.702 2.629 1.363 0.514 -1.203
O 0.666 -1.337 5.578 3.674 -0.172 2.714
P 0.863 -2.720 6.245 -8.046 -2.915 -5.046
O 0.788 -3.571 4.826 0.700 0.247 0.150
C 1.955 -3.630 4.026 0.155 -0.418 -0.221
C 3.001 -4.539 4.642 0.221 -0.059 0.024
O -0.744 -2.901 6.660 0.924 0.334 1.061
C -1.536 -1.752 6.931 -0.178 0.331 -0.118
C -2.298 -1.315 5.690 -0.235 -0.036 -0.239
O 1.083 -4.265 6.991 2.435 2.900 0.377
C 1.567 -4.220 8.324 -0.067 -0.356 1.145
C 0.571 -3.582 9.281 -0.019 0.038 0.103
H 2.355 -2.625 3.868 0.052 0.120 -0.042
H 1.658 -4.027 3.050 -0.115 0.067 0.140
H 3.387 -4.110 5.572 0.079 -0.047 -0.065
H 3.842 -4.681 3.958 -0.055 0.034 0.072
H 2.573 -5.515 4.889 0.026 0.160 -0.099
H -0.917 -0.941 7.330 -0.115 -0.072 -0.199
H -2.249 -2.016 7.718 0.116 -0.162 -0.068
H -1.659 -1.272 4.802 0.136 0.062 0.253
H -2.750 -0.330 5.841 -0.010 -0.083 0.029
H -3.094 -2.031 5.463 0.045 0.084 0.094
H 2.518 -3.683 8.343 0.110 -0.160 0.170
H 1.754 -5.252 8.637 0.017 0.080 -0.241
H 0.469 -2.512 9.077 -0.044 0.027 0.089
H 0.905 -3.693 10.318 0.015 0.018 -0.193
H -0.419 -4.036 9.178 0.200 0.041 -0.014
O 0.056 -1.403 -6.307 1.658 2.914 -3.240
P -0.745 -0.091 -6.488 -5.743 -3.533 7.110
O -0.694 0.325 -4.885 0.501 0.379 -0.159
C 0.482 0.942 -4.397 -0.010 0.336 0.134
C 0.598 2.374 -4.884 0.106 0.164 -0.058
O -2.239 -0.836 -6.443 0.489 0.626 -1.232
C -2.373 -2.174 -6.906 0.050 -0.549 0.043
C -2.270 -3.157 -5.751 -0.070 -0.099 0.243
O -1.641 1.375 -6.690 3.175 -0.708 -1.795
C -1.750 1.827 -8.031 -0.654 0.388 -0.903
C -2.561 0.877 -8.899 -0.025 -0.033 -0.108
H 1.361 0.359 -4.686 0.011 -0.029 0.081
H 0.423 0.933 -3.304 0.007 -0.143 -0.080
H 0.761 2.402 -5.966 0.052 0.087 0.080
H 1.438 2.880 -4.400 -0.035 -0.027 -0.047
H -0.321 2.930 -4.679 0.113 -0.080 0.011
H -1.635 -2.389 -7.686 -0.050 -0.031 0.239
H -3.358 -2.268 -7.374 0.033 0.206 0.075
H -1.417 -2.948 -5.099 0.031 0.007 -0.307
H -2.179 -4.182 -6.124 -0.044 0.101 0.049
H -3.162 -3.096 -5.121 0.015 -0.035 -0.131
H -0.749 1.968 -8.445 -0.056 0.210 -0.131
H -2.246 2.802 -8.006 0.143 -0.081 0.180
H -2.021 -0.062 -9.055 -0.066 -0.023 -0.077
H -2.753 1.319 -9.882 0.095 -0.034 0.166
H -3.519 0.635 -8.427 0.181 0.079 -0.047
```
Positions in Å, forces in eV/Å.

Output
Multiplicity: 1
Calculated total energy in eV: -69292.5599
HOMO level in eV: -10.487
Charge: +1

This record from OMol25 describes 7 unconnected molecules or ions with the total composition C26H56N8O9. The level of theory is ωB97M-V/def2-TZVPD.

Structure (XYZ):
```
99
Properties=species:S:1:pos:R:3:forces:R:3
C 1.974 1.536 1.774 0.996 -0.562 -0.136
C 0.890 0.552 1.445 1.745 0.118 -1.962
O 0.058 0.364 2.243 -2.908 -0.579 2.731
N 0.768 -0.143 0.196 0.597 1.589 -0.085
C -0.438 0.373 -0.474 -0.462 -0.024 0.028
C 1.938 -0.118 -0.658 0.087 -1.878 -1.952
C 3.221 -0.731 -0.007 -0.478 0.610 1.051
N 2.829 -1.843 0.854 0.311 -0.039 -0.220
C 1.706 -1.090 -1.867 -0.334 -0.027 -0.955
C 2.023 -0.311 -3.145 1.404 -0.260 0.070
O 2.614 0.934 -2.718 -0.993 -0.273 0.103
C 2.176 1.179 -1.454 0.772 -2.105 -0.755
O 1.991 2.278 -1.121 -0.372 3.122 1.663
H 2.422 1.214 2.706 0.014 -0.085 0.336
H 2.773 1.616 1.055 -0.010 0.201 -0.210
H 1.591 2.522 1.962 -0.467 0.259 -0.053
H -0.370 1.430 -0.726 0.205 0.210 -0.104
H -0.674 -0.170 -1.379 0.137 -0.259 -0.213
H -1.298 0.274 0.169 -0.166 -0.200 0.352
H 3.718 -0.011 0.634 0.136 0.159 -0.056
H 3.921 -1.023 -0.780 0.111 0.150 -0.323
H 3.426 -1.868 1.666 0.026 -0.158 0.061
H 2.911 -2.728 0.371 -0.101 -0.034 0.097
H 0.717 -1.516 -1.954 -0.261 0.030 0.405
H 2.392 -1.918 -1.925 0.172 -0.412 0.710
H 2.821 -0.763 -3.705 0.028 -0.514 -0.332
H 1.198 -0.213 -3.844 -0.337 0.640 0.141
C -2.746 -1.353 4.660 0.375 0.235 -0.271
N -2.728 -0.777 3.326 -0.382 -0.082 -0.084
C -3.764 -0.594 2.482 0.207 0.071 0.027
C -5.135 -1.031 2.940 -0.024 0.050 -0.083
O -3.578 -0.089 1.375 -0.170 -0.219 -0.146
H -2.369 -0.623 5.375 -0.049 -0.129 0.150
H -2.093 -2.227 4.676 -0.064 -0.046 0.172
H -3.747 -1.652 4.952 -0.028 0.017 -0.050
H -1.846 -0.463 2.948 0.257 0.076 0.027
H -5.854 -0.820 2.154 0.058 0.007 -0.045
H -5.147 -2.103 3.140 -0.058 0.017 0.073
H -5.427 -0.484 3.837 -0.002 -0.100 0.057
C 6.205 4.691 1.936 -0.070 -0.331 0.326
N 4.976 4.246 2.568 -0.055 0.138 -0.160
C 3.711 4.707 2.368 -0.140 -0.078 0.105
C 3.526 5.823 1.369 -0.028 0.004 -0.006
O 2.774 4.224 2.981 0.091 0.122 -0.002
H 6.667 3.854 1.410 0.091 0.107 -0.091
H 6.898 5.048 2.700 0.086 0.081 -0.117
H 6.016 5.491 1.229 -0.050 0.000 0.005
H 5.029 3.503 3.247 0.014 0.023 0.003
H 2.471 6.077 1.321 -0.016 -0.075 0.065
H 4.085 6.708 1.675 0.054 -0.003 -0.107
H 3.854 5.506 0.378 0.062 0.087 -0.003
C -2.957 -2.835 -1.303 -0.118 0.303 0.332
N -4.048 -2.985 -0.360 -0.104 -0.265 -0.023
C -4.921 -4.015 -0.239 -0.068 0.110 0.145
C -4.768 -5.175 -1.196 -0.057 -0.034 0.022
O -5.794 -3.995 0.617 0.044 -0.083 -0.049
H -2.019 -2.729 -0.755 0.082 -0.019 -0.115
H -3.115 -1.934 -1.898 0.098 -0.040 -0.098
H -2.887 -3.691 -1.966 -0.042 -0.027 0.020
H -4.206 -2.243 0.307 0.121 0.216 -0.074
H -5.533 -5.914 -0.975 -0.029 0.061 0.069
H -4.894 -4.840 -2.226 0.112 -0.048 -0.027
H -3.789 -5.640 -1.079 0.020 0.019 -0.121
C 1.303 3.472 -3.927 -0.252 -0.350 -0.127
N 0.033 2.885 -4.333 0.001 0.251 -0.179
C -0.992 3.460 -5.011 -0.157 -0.223 -0.001
C -0.834 4.906 -5.414 -0.056 0.010 -0.019
O -1.998 2.818 -5.280 0.058 0.071 -0.048
H 2.112 2.898 -4.379 0.140 0.130 0.071
H 1.388 3.401 -2.847 0.213 0.233 -0.057
H 1.383 4.505 -4.250 -0.125 0.009 0.003
H -0.140 1.921 -4.093 0.009 0.028 0.057
H -1.728 5.221 -5.944 -0.034 -0.093 0.017
H -0.710 5.537 -4.533 0.113 0.038 -0.047
H 0.025 5.027 -6.074 0.050 0.084 0.085
C -3.164 -4.466 9.262 0.413 0.001 -0.222
N -2.457 -3.375 8.617 -0.202 0.105 0.073
C -2.840 -2.075 8.499 0.150 0.069 -0.090
C -4.166 -1.682 9.106 0.006 0.037 -0.019
O -2.129 -1.270 7.921 -0.071 -0.020 0.030
H -2.547 -4.876 10.064 -0.134 -0.069 0.067
H -3.359 -5.255 8.534 -0.118 -0.061 0.098
H -4.107 -4.131 9.680 0.004 0.046 -0.015
H -1.564 -3.570 8.191 -0.012 -0.011 0.011
H -4.331 -0.623 8.931 0.088 0.001 -0.046
H -4.979 -2.244 8.644 -0.032 -0.037 0.113
H -4.162 -1.862 10.182 -0.102 -0.068 -0.016
C 1.279 -0.409 -8.669 -0.257 -0.007 0.359
N 1.638 -0.894 -7.348 0.230 -0.043 -0.085
C 2.830 -1.392 -6.929 -0.067 -0.022 0.162
C 3.948 -1.468 -7.939 0.036 -0.020 0.043
O 2.976 -1.760 -5.772 0.030 -0.033 -0.125
H 0.968 0.634 -8.599 0.016 0.013 -0.149
H 0.447 -0.997 -9.057 0.032 0.051 -0.143
H 2.115 -0.483 -9.356 0.035 -0.023 0.036
H 0.935 -0.871 -6.626 -0.026 0.011 -0.047
H 4.828 -1.883 -7.458 -0.054 -0.006 0.079
H 3.667 -2.114 -8.772 0.023 0.094 -0.076
H 4.192 -0.473 -8.314 -0.021 -0.043 -0.114
```
Positions in Å, forces in eV/Å.

Output
Multiplicity: 1
SMILES string: CC(=O)N(C)[C@@]1(CN)CCOC1=O.CNC(C)=O.CNC(C)=O.CNC(C)=O.CNC(C)=O.CNC(C)=O.CNC(C)=O
Calculated total energy in eV: -58220.2468
HOMO level in eV: -8.729